Record 1
# C30H44N5OPRu

A structure of composition C30H44N5OPRu (the ωB97M-V functional and the def2-TZVPD basis, the Open Molecules 2025 dataset).

Structure (XYZ):
```
82
Properties=species:S:1:pos:R:3:forces:R:3
Ru -1.789428 0.444895 -0.593737 -0.33 -0.01 -0.13
N -2.112724 0.220718 -2.869886 -0.02 -0.09 0.01
C -3.085694 -0.880231 -3.012293 0.06 0.06 0.01
C -4.106708 -0.799110 -1.899126 -0.09 -0.13 0.04
N -3.408037 -0.866146 -0.596190 -0.01 0.06 -0.04
H -2.448623 1.078540 -3.295074 -0.02 -0.03 -0.04
H -1.248631 -0.037303 -3.333284 0.03 0.08 0.04
H -2.525844 -1.811070 -2.913856 0.00 0.00 -0.02
H -3.588509 -0.878769 -3.981854 0.02 0.00 0.01
H -4.829894 -1.612123 -2.005805 -0.01 0.04 0.04
H -4.650896 0.146350 -1.937523 0.00 0.00 -0.02
H -2.973153 -1.781560 -0.476914 0.04 0.01 0.02
H -4.064100 -0.710648 0.162844 0.04 -0.06 0.04
N -0.832243 -1.217767 -0.740848 0.17 0.13 0.27
P 0.494366 -1.796203 -0.105808 -0.13 0.01 -0.20
C 0.232809 -2.814841 1.369120 -0.01 0.00 -0.02
C -1.035058 -3.329857 1.617354 -0.01 -0.02 -0.02
C -1.263613 -4.118724 2.734261 -0.01 0.01 -0.01
C -0.222112 -4.396503 3.607860 0.00 -0.01 0.02
C 1.046627 -3.888603 3.363807 0.00 -0.01 0.02
C 1.275724 -3.098688 2.248088 -0.03 0.01 0.01
C 1.826470 -0.656161 0.385573 0.05 0.00 -0.11
C 1.496321 0.539310 1.020978 -0.10 -0.01 -0.02
C 2.489699 1.428511 1.398941 0.01 0.03 0.03
C 3.822923 1.140423 1.140505 0.00 -0.02 0.00
C 4.161348 -0.050155 0.510420 0.00 0.01 0.01
C 3.169059 -0.945530 0.137368 -0.02 0.02 0.01
C 1.248003 -2.900672 -1.326911 -0.01 0.02 -0.01
C 1.381285 -4.267635 -1.118243 0.03 0.01 0.02
C 1.910382 -5.077683 -2.116965 0.00 0.00 0.02
C 2.308706 -4.525155 -3.321954 0.00 0.00 -0.02
C 2.175431 -3.157825 -3.539283 0.01 0.00 -0.01
C 1.644842 -2.352641 -2.548409 -0.02 0.03 0.04
H -1.840982 -3.102266 0.930214 0.03 -0.01 0.02
H -2.252304 -4.514620 2.925200 -0.01 0.00 0.00
H -0.399203 -5.008649 4.482230 0.00 0.00 0.00
H 1.857054 -4.104229 4.047267 0.00 0.00 0.00
H 2.264604 -2.693917 2.071499 0.00 0.00 0.01
H 0.455961 0.777781 1.211821 0.06 -0.03 0.00
H 2.217504 2.344943 1.907461 0.01 0.02 0.01
H 4.599206 1.833084 1.440522 -0.01 0.00 0.00
H 5.198995 -0.287133 0.315840 0.01 0.01 0.00
H 3.444997 -1.871852 -0.348916 0.00 -0.02 -0.03
H 1.073847 -4.706436 -0.178185 -0.01 -0.01 0.01
H 2.009823 -6.141696 -1.948967 0.00 0.00 0.01
H 2.723138 -5.156783 -4.096341 0.00 0.00 -0.01
H 2.487050 -2.725369 -4.481068 0.00 0.00 0.00
H 1.537267 -1.286343 -2.716130 0.00 -0.01 -0.01
C -1.342954 4.827545 0.124881 0.00 -0.01 -0.03
N -0.083934 4.398485 -0.462807 0.02 -0.01 0.09
C 0.958527 5.411980 -0.558905 0.00 0.00 -0.02
C 2.321203 4.757092 -0.518342 0.00 0.00 0.01
C 2.385013 3.692276 -1.589345 0.01 -0.02 0.01
N 1.245928 2.787657 -1.490121 0.06 -0.01 -0.01
C 1.398677 1.531447 -2.196970 -0.08 -0.03 0.02
C 0.064505 3.146509 -0.949478 -0.24 0.08 0.01
O -0.913410 2.354657 -0.905606 0.39 0.00 -0.14
H -1.187728 5.125208 1.163432 0.00 0.01 0.00
H -2.060627 4.016828 0.091258 0.00 0.00 0.01
H -1.738407 5.681672 -0.428170 -0.01 0.00 0.00
H 0.830521 6.094111 0.281842 0.01 0.00 -0.01
H 0.831985 5.995417 -1.477404 0.00 0.01 0.01
H 2.478184 4.303275 0.461671 0.01 0.00 0.01
H 3.105066 5.496443 -0.677752 0.00 0.00 -0.01
H 3.288089 3.088404 -1.482459 0.00 0.02 0.01
H 2.405582 4.147292 -2.586210 0.02 0.00 0.00
H 2.315152 1.044664 -1.861894 0.03 -0.02 -0.01
H 1.464696 1.709194 -3.275224 -0.01 -0.02 0.00
H 0.561286 0.870774 -1.982446 0.04 0.03 0.00
C -3.339196 1.190007 3.487109 -0.02 -0.09 0.01
C -2.488638 0.347617 2.531605 -0.08 0.11 0.03
C -1.234550 -0.129832 3.255459 0.03 0.03 -0.05
C -2.144366 1.147976 1.278131 0.04 -0.19 0.04
H -3.590586 0.629719 4.389750 -0.01 0.01 0.01
H -4.270659 1.514416 3.019608 -0.01 0.00 -0.01
H -2.790749 2.084166 3.792822 0.02 0.01 -0.01
H -3.076590 -0.536207 2.249440 0.02 -0.03 -0.01
H -0.646768 0.731825 3.586894 0.01 -0.01 0.00
H -0.603548 -0.745412 2.615956 -0.02 0.02 0.02
H -1.487271 -0.717941 4.139065 -0.01 0.00 0.01
H -1.452349 1.966433 1.522339 0.01 -0.07 0.10
H -3.077768 1.652646 0.926268 0.02 0.11 -0.06
```
Forces are in eV/Å.

Its energy above the lowest of the compared OMol25 structures with the same formula, charge and spin is 0.00 kcal per mole. As for the total charge: +1. Its expectation value of S² is 0.7567. The value obtained for the gap between HOMO and LUMO (spin up / spin down) is 8.12 / 7.82 eV. Its LUMO energy (spin up / spin down) is -1.8 / -2.1 eV. As for the spin multiplicity: 2.

Here are the Mulliken charges for atoms 1 to 4, given in e:
1 Ru 0.863
2 N -0.304
3 C -0.535
4 C -0.665

Record 2
# C38H40F15N3O16

A cluster of 8 separate species, C38H40F15N3O16 in total in a non-equilibrium geometry (the ωB97M-V functional and the def2-TZVPD basis, the Open Molecules 2025 dataset).

Structure (XYZ):
```
112
Properties=species:S:1:pos:R:3:forces:R:3
C 0.430233 -2.714000 -5.506840 0.52 0.09 -0.17
C 1.050942 -1.471429 -5.676782 1.20 -0.94 -0.80
C 0.449666 -0.352323 -5.218813 -0.65 0.69 1.06
C -0.737188 -0.458582 -4.511064 0.30 0.31 -0.12
C -1.366317 -1.664647 -4.321723 0.65 -0.98 -1.31
C -0.794789 -2.822950 -4.875059 -0.46 0.08 0.73
N -1.489881 0.736435 -4.111262 -1.93 0.44 -0.44
O -0.956397 1.826335 -3.811899 -1.14 -2.51 -0.60
O -2.725811 0.493947 -4.212008 2.39 2.04 0.80
H 0.966442 -3.561748 -5.880088 -0.07 -0.55 -0.16
H 2.035866 -1.340905 -6.193025 -1.06 -0.52 0.49
H 0.915645 0.583129 -5.358308 0.27 1.07 -0.10
H -2.337450 -1.734262 -3.925233 -0.57 0.16 0.57
H -1.361643 -3.773910 -4.747725 0.81 0.76 -0.24
C -1.496707 -0.458790 7.582936 1.40 1.75 0.16
C -1.571665 -0.203306 6.215904 -0.70 -0.85 0.11
C -0.562399 0.378392 5.495917 2.11 0.52 0.36
C 0.627653 0.725886 6.257822 -1.85 -1.57 0.52
C 0.672564 0.653657 7.673967 -0.95 0.01 -1.96
C -0.468133 0.115517 8.326281 1.56 0.55 -1.06
N 1.895831 0.888868 5.572216 0.44 2.20 1.31
O 2.758855 1.552940 6.157241 -0.30 -0.75 -0.24
O 2.015423 0.440984 4.477639 0.13 -0.81 -1.49
H -2.260442 -0.986241 8.069957 -1.03 -0.54 0.56
H -2.464337 -0.586997 5.738385 0.06 0.20 -0.37
H -0.636409 0.517457 4.393257 0.32 -0.13 1.11
H 1.597487 1.025706 8.131445 -0.64 -0.35 0.17
H -0.406497 0.207570 9.382975 -0.46 -0.62 0.83
C 0.565289 -1.015271 -1.496714 0.31 -0.92 -1.65
C 1.092007 0.233605 -1.793043 -0.10 -0.26 -0.11
C 0.943056 1.268715 -0.920017 -0.03 1.50 0.37
C 0.284957 0.999450 0.266315 0.71 0.21 -0.34
C -0.092484 -0.259204 0.599214 -0.73 -0.86 1.40
C 0.000184 -1.291120 -0.277870 0.05 -0.84 -0.37
N 0.175801 1.991546 1.283392 -0.07 0.93 2.64
O 0.578603 3.134344 1.079517 -0.54 -0.99 -0.08
O -0.278299 1.623030 2.393358 0.49 0.96 -1.72
H 0.612622 -1.754496 -2.313091 0.12 0.11 0.71
H 1.612583 0.377377 -2.711620 0.16 0.09 -0.56
H 1.294128 2.293807 -1.105140 -0.11 -0.63 -0.03
H -0.432355 -0.497219 1.585022 -0.32 0.31 0.35
H -0.320498 -2.283293 0.048421 0.08 0.30 -0.44
C -6.077019 2.065820 -2.117932 0.24 1.09 0.60
C -6.210314 1.083539 -3.243784 -0.72 -1.09 1.11
O -5.246990 -0.002296 -3.089990 -0.19 -0.14 0.12
C -5.673041 -1.011711 -2.369628 -1.24 -0.25 0.07
O -6.780018 -1.090643 -1.871170 1.93 -0.70 -0.25
C -4.548051 -2.127193 -2.375232 1.08 0.04 -0.46
F -3.325908 -1.638118 -2.000470 -1.26 -0.05 -0.17
F -4.815926 -3.120518 -1.537601 -0.25 0.20 -0.77
F -4.345727 -2.610388 -3.681810 -0.79 0.44 2.05
H -6.023776 1.687815 -1.095715 -0.55 -0.76 -0.41
H -6.954743 2.714947 -2.159677 0.15 0.18 0.09
H -5.176518 2.686434 -2.119354 -0.05 0.06 -0.76
H -5.940807 1.438158 -4.197871 0.15 0.91 -1.00
H -7.266978 0.696827 -3.262097 1.22 0.05 -0.06
C 0.860902 3.958673 5.903877 0.90 0.64 -1.33
C -0.238620 4.230397 4.916830 0.54 2.14 -1.50
O 0.236245 5.342789 3.951692 -0.14 -1.34 0.14
C -0.550391 5.476981 2.889209 4.48 1.29 -0.02
O -1.680877 5.268581 2.757041 -3.55 -1.12 -0.08
C 0.253023 6.118194 1.685010 0.32 2.02 0.67
F 0.421468 7.479369 1.925873 -0.47 -0.90 0.20
F 1.486864 5.699270 1.435628 -0.25 -0.67 0.18
F -0.486952 6.037560 0.598904 -0.07 -0.34 -0.55
H 0.963072 4.762508 6.590658 0.08 0.93 0.51
H 1.886441 3.724821 5.525120 -1.11 0.24 -0.23
H 0.556191 3.143506 6.472322 -0.53 -1.51 1.07
H -1.111486 4.720015 5.328630 -0.25 -0.51 0.55
H -0.524489 3.446209 4.227694 0.06 -0.50 0.27
C -3.073581 4.546489 -0.494929 -0.52 0.28 0.86
C -2.944926 3.066456 -0.162347 -1.31 1.44 -0.44
O -4.089477 2.826108 0.757224 0.77 -0.32 -0.98
C -4.220061 1.557263 1.031807 -1.17 -0.62 0.97
O -3.508307 0.639520 0.762937 0.62 -0.23 -0.38
C -5.554513 1.251093 1.780509 -0.48 -0.23 -0.16
F -6.457046 0.773482 0.885056 0.30 0.31 0.13
F -5.435556 0.328421 2.716790 0.74 -0.86 0.18
F -6.078129 2.286916 2.400784 -0.32 1.15 -0.16
H -3.201564 5.142712 0.445874 0.44 -0.51 -0.82
H -3.981182 4.718963 -1.082013 0.09 -0.15 -0.01
H -2.236303 4.913268 -1.075738 0.24 0.00 0.06
H -2.057029 2.795605 0.342123 0.88 -0.10 0.63
H -3.027747 2.461288 -1.067043 -0.26 -0.23 0.24
C 5.914059 -7.430201 0.100909 -0.55 0.48 0.44
C 5.120098 -7.338268 -1.186672 -0.03 -0.30 0.19
O 3.857211 -6.831599 -0.784653 -1.38 0.74 0.51
C 2.915335 -6.522562 -1.667018 0.54 -0.09 0.41
O 2.980405 -6.674519 -2.846925 -0.20 0.02 -0.29
C 1.688516 -5.875426 -0.927426 2.98 0.83 -0.13
F 0.854863 -5.456626 -1.859042 -0.68 0.04 0.73
F 1.183416 -6.714460 -0.051136 -0.96 -0.13 -0.02
F 2.185905 -4.795988 -0.200821 -1.02 -0.83 -0.92
H 5.902944 -6.481318 0.707505 -0.03 -0.86 -0.82
H 6.924244 -7.673560 -0.167985 0.61 -0.24 0.19
H 5.459669 -8.231488 0.707851 0.42 0.33 -0.09
H 4.939118 -8.339777 -1.583446 0.27 0.08 -0.26
H 5.551530 -6.696878 -1.953515 0.03 0.03 0.02
C 5.487961 1.933084 -2.102225 1.36 -0.15 1.59
C 5.434633 0.805609 -3.053459 -0.18 -1.42 1.09
O 5.745555 -0.505900 -2.357691 -1.13 0.71 -1.30
C 5.050170 -1.575325 -2.807273 1.51 1.33 1.50
O 4.053137 -1.656225 -3.422597 -1.70 0.65 -1.00
C 5.807947 -2.831084 -2.506023 0.26 -0.69 0.28
F 6.245098 -3.224407 -3.704282 0.53 -0.59 -0.37
F 6.819739 -2.690071 -1.684256 1.10 0.36 0.36
F 5.064874 -3.791289 -1.979331 -0.86 -0.49 -0.11
H 5.254757 2.841130 -2.634932 0.15 0.43 -0.03
H 6.470869 1.971850 -1.565322 -0.55 0.30 -0.85
H 4.805109 1.810015 -1.280930 -0.75 -0.06 0.15
H 6.187990 0.891094 -3.791307 0.68 -0.01 -0.90
H 4.458556 0.757060 -3.489049 -0.51 -0.40 -0.40
```
Forces are in eV/Å.

As for the total charge: 0. Its structure (SMILES) is O=[N+]([O-])c1ccccc1.O=[N+]([O-])c1ccccc1.O=[N+]([O-])c1ccccc1.CCOC(=O)C(F)(F)F.CCOC(=O)C(F)(F)F.CCOC(=O)C(F)(F)F.CCOC(=O)C(F)(F)F.CCOC(=O)C(F)(F)F. The value obtained for the gap between HOMO and LUMO is 8.99 eV. Its LUMO energy is -0.9 eV.

Here are the Mulliken charges for atoms 1 to 4, given in e:
1 C -0.697
2 C -0.217
3 C -0.641
4 C 0.129

Record 3
# C12H22BBaN4O2S2

A structure of composition C12H22BBaN4O2S2 (the ωB97M-V functional and the def2-TZVPD basis, the Open Molecules 2025 dataset).

Structure (XYZ):
```
44
Properties=species:S:1:pos:R:3:forces:R:3
Ba 0.249674 -1.577953 -1.829292 0.29 0.26 0.53
C 0.818937 3.583645 0.440907 -0.02 0.16 -0.13
N 0.306863 2.446376 1.175280 -0.14 -0.19 0.08
C 0.303701 2.328494 2.549170 0.06 -0.10 0.07
C -0.339364 1.175520 2.835976 -0.02 0.15 0.14
N -0.748099 0.596717 1.655996 0.05 0.08 -0.06
B -1.479635 -0.789197 1.597245 -0.02 0.06 -0.20
N -2.650581 -0.666190 0.577209 -0.16 -0.17 0.14
C -3.578779 0.350000 0.590271 -0.06 0.08 -0.05
C -4.455550 0.140932 -0.416009 0.02 0.09 0.08
N -4.066595 -1.023262 -1.041992 0.11 0.03 0.23
C -4.711681 -1.646723 -2.178242 -0.09 -0.10 -0.09
C -2.969527 -1.509359 -0.411440 0.03 0.20 -0.28
S -2.184714 -2.958178 -0.891974 -0.04 -0.42 -0.16
C -0.343022 1.377487 0.644188 0.19 0.16 0.17
S -0.579106 1.183786 -1.044103 0.08 0.08 -0.34
H 1.619285 4.045654 1.013754 0.00 -0.03 0.01
H 0.032236 4.318250 0.267376 0.00 -0.02 0.02
H 1.190975 3.256582 -0.526355 0.03 -0.04 0.02
H 0.760884 3.060713 3.190994 -0.02 0.01 -0.04
H -0.550890 0.723163 3.788685 -0.03 -0.03 -0.05
H -0.697059 -1.628726 1.230227 0.00 -0.08 -0.10
H -1.936108 -1.003784 2.684193 0.12 -0.04 0.14
H -3.530977 1.147324 1.311164 -0.01 -0.02 -0.01
H -5.308735 0.712535 -0.735380 -0.01 -0.05 -0.01
H -5.596075 -1.071993 -2.439049 0.01 0.03 0.03
H -5.000038 -2.667150 -1.934646 0.00 0.01 0.02
H -4.034456 -1.679440 -3.030329 -0.01 0.02 0.00
C 3.333895 0.851558 -2.655089 -0.01 0.14 -0.01
O 3.101808 -0.480966 -2.209830 -0.34 -0.27 0.06
C 3.811016 -0.826232 -1.024017 -0.07 0.00 0.25
C 3.017512 -0.509222 0.236705 0.17 0.09 -0.21
O 1.925187 -1.407447 0.406721 -0.15 -0.09 -0.42
C 2.226607 -2.567264 1.181390 -0.01 -0.04 0.12
H 4.405726 1.054932 -2.705371 -0.01 -0.03 -0.02
H 2.854249 1.588559 -2.005074 -0.01 -0.05 0.03
H 2.912559 0.937063 -3.654097 -0.01 0.00 0.01
H 4.774620 -0.310725 -0.991702 0.02 -0.02 -0.08
H 3.993363 -1.902202 -1.078000 0.10 0.03 0.01
H 2.582577 0.490410 0.154316 0.02 0.00 0.08
H 3.677004 -0.538954 1.107832 -0.07 -0.01 0.05
H 2.500295 -2.280937 2.198410 -0.01 0.02 -0.01
H 3.040371 -3.152013 0.743123 0.00 0.04 -0.03
H 1.321649 -3.171781 1.220856 0.00 0.03 0.01
```
Forces are in eV/Å.

Its energy above the lowest of the compared OMol25 structures with the same formula, charge and spin is 9.46 kcal per mole. As for the total charge: +1. The value obtained for the gap between HOMO and LUMO is 7.35 eV. Its LUMO energy is -3.1 eV.

Here are the natural (NBO) charges for atoms 1 to 4, given in e:
1 Ba 1.808
2 C -0.409
3 N -0.347
4 C -0.090